#i
ORCA calculation (wB97M-V/def2-TZVPD) on C2HNO2S in the gas phase.

Structure (XYZ):
```
7
C2HNO2S, DFT wB97M-V/def2-TZVPD
C -0.1058 -0.0237 0.0535
C -1.4954 0.0520 -0.0044
N 1.1863 0.0749 -0.0014
O -0.9153 -1.2020 -0.0063
O -2.5449 0.5663 -0.0225
S 2.2167 1.3679 -0.0085
H 1.6584 -0.8354 -0.0103
```

Output
Kohn-Sham gap (alpha / beta) (hartree): 0.2684 / 0.2683

#ii
ORCA calculation (wB97M-V/def2-TZVPD) on C2HNO2S in the gas phase.

Structure (XYZ):
```
7
C2HNO2S, DFT wB97M-V/def2-TZVPD
C 1.2857 1.2231 0.1759
C -0.9111 -0.9439 -0.3006
N 2.1896 1.3830 -0.5436
O -1.4414 -1.9830 -0.5998
O -0.4784 -0.7261 0.9138
S -0.0344 1.0731 1.2336
H -0.6101 -0.0261 -0.8793
```

Output
Kohn-Sham gap (hartree): 0.3331

Name the least stable of them. #i.

#i
ORCA calculation (wB97M-V/def2-TZVPD) on a molecular structure, C2HNO2S.

Structure (XYZ):
```
7
C2HNO2S, DFT wB97M-V/def2-TZVPD
C -0.8451 -0.4584 -0.2554
C 1.1079 -0.2994 0.8194
N -0.1920 -0.8442 0.6953
O -0.1432 0.2897 -1.2897
O 0.8133 1.2414 0.9169
S 1.1209 0.8744 -0.5413
H -1.8618 -0.8035 -0.3453
```

Output
Kohn-Sham gap (hartree): 0.3365

#ii
ORCA calculation (wB97M-V/def2-TZVPD) on 2 unconnected molecules or ions with the total composition C2HNO2S.

Structure (XYZ):
```
7
C2HNO2S, DFT wB97M-V/def2-TZVPD
C -0.9029 -0.0509 0.3161
C -4.3126 -1.2789 0.8811
N -0.6444 -0.8973 -0.4266
O -3.1711 1.1032 -0.0012
O -4.0615 -1.5712 -0.2571
S -4.3512 0.3322 -0.2401
H -0.7100 0.7470 0.9943
```

Output
Kohn-Sham gap (hartree): 0.3206

Name the least stable of them. #i.

#i
ORCA calculation (wB97M-V/def2-TZVPD) on a gas-phase ion, HN5OS (charge -2).

Structure (XYZ):
```
8
HN5OS, DFT wB97M-V/def2-TZVPD
N -1.6171 -1.3933 -0.1295
N -0.4510 0.6326 0.0044
N 0.7941 0.2371 0.0307
N 1.4218 -0.8573 -0.0237
N -1.4764 -0.2200 -0.0578
O 2.6975 -0.6946 0.0190
S -2.8778 1.1322 0.0110
H 1.5091 1.1633 0.1459
```

Output
Charge: -2
Kohn-Sham gap (hartree): 0.1981

#ii
ORCA calculation (wB97M-V/def2-TZVPD) on 3 unconnected molecules or ions with the total composition HN5OS.

Structure (XYZ):
```
8
HN5OS, DFT wB97M-V/def2-TZVPD
N 1.7023 -0.8889 0.3929
N 0.5199 0.0630 -3.4507
N 0.3074 1.0952 -3.9513
N 1.5719 -1.9687 0.6147
N 0.3789 -0.8326 -2.6495
O 1.4641 -3.0781 0.9338
S 1.2055 -2.2544 -2.2652
H -7.1500 7.8645 10.3752
```

Output
Charge: -2
Kohn-Sham gap (hartree): 0.1229

Name the least stable of them. #i.